This record from OMol25 describes a molecular structure, C49H39N7O2P2STi at a distorted geometry. The level of theory is wB97M-V/def2-TZVPD.

Positions of all 101 atoms, in Å:
Ti 1.313 -1.081 1.592
O 4.964 -2.782 0.332
C 4.026 -2.266 0.889
N 2.681 -2.346 0.576
C 2.280 -2.983 -0.578
O 2.937 -3.377 -1.512
C 0.784 -3.183 -0.557
C 0.163 -4.084 -1.401
C -1.196 -4.296 -1.255
C -1.881 -3.610 -0.260
C -1.185 -2.726 0.540
N 0.124 -2.506 0.387
C 4.233 -1.481 2.162
C 5.488 -1.324 2.709
C 5.607 -0.613 3.895
C 4.468 -0.102 4.492
C 3.244 -0.302 3.878
N 3.132 -0.973 2.731
H 0.764 -4.593 -2.142
H -1.717 -4.992 -1.899
H -2.941 -3.752 -0.099
H -1.675 -2.181 1.334
H 6.332 -1.758 2.193
H 6.578 -0.460 4.346
H 4.516 0.462 5.412
H 2.329 0.087 4.304
C 0.009 -5.983 3.649
C 1.209 -5.441 3.213
C 1.347 -4.067 3.072
C 0.278 -3.229 3.355
C -0.925 -3.769 3.809
C -1.054 -5.139 3.954
N 0.383 -1.827 3.124
N -0.261 -1.106 4.064
C -0.250 0.178 3.738
C -0.895 1.130 4.579
C -0.950 2.429 4.194
C -0.342 2.817 2.972
C 0.300 1.880 2.228
N 0.371 0.558 2.576
H -0.096 -7.053 3.760
H 2.049 -6.085 2.989
H 2.293 -3.650 2.752
H -1.741 -3.100 4.046
H -1.990 -5.553 4.305
H -1.337 0.771 5.497
H -1.448 3.164 4.813
H -0.361 3.843 2.634
H 0.799 2.143 1.307
S 2.456 0.685 0.093
C 3.271 1.624 1.223
N 3.828 2.282 1.997
C -0.832 2.088 -1.306
P -1.066 0.399 -0.582
C -2.735 0.607 0.152
C -3.809 1.183 -0.528
C -5.031 1.363 0.098
C -5.200 0.979 1.423
C -4.140 0.418 2.116
C -2.917 0.237 1.482
C -1.340 -0.629 -2.075
C -0.187 -0.973 -2.784
C -0.264 -1.719 -3.951
C -1.496 -2.164 -4.407
C -2.646 -1.863 -3.688
C -2.569 -1.100 -2.534
P 0.525 2.243 -2.570
C -0.414 2.398 -4.135
C 0.279 2.887 -5.246
C -0.324 2.949 -6.490
C -1.630 2.503 -6.656
C -2.321 1.999 -5.567
C -1.717 1.949 -4.316
C 0.962 3.995 -2.236
C 2.077 4.214 -1.427
C 2.436 5.501 -1.052
C 1.691 6.583 -1.495
C 0.585 6.376 -2.308
C 0.218 5.089 -2.673
H -0.526 2.715 -0.465
H -1.767 2.505 -1.685
H -3.694 1.501 -1.558
H -5.854 1.811 -0.446
H -6.154 1.126 1.912
H -4.253 0.131 3.154
H -2.089 -0.183 2.038
H 0.786 -0.649 -2.427
H 0.642 -1.959 -4.492
H -1.561 -2.748 -5.316
H -3.609 -2.219 -4.033
H -3.475 -0.876 -1.985
H 1.302 3.228 -5.131
H 0.227 3.341 -7.335
H -2.100 2.544 -7.630
H -3.335 1.637 -5.686
H -2.274 1.538 -3.486
H 2.666 3.370 -1.090
H 3.300 5.652 -0.418
H 1.973 7.589 -1.210
H 0.003 7.219 -2.657
H -0.648 4.935 -3.305

Results
**Total charge**: 0
**Calculated total energy**: -118504.131 eV
**Frontier orbital gap (alpha / beta)**: 6.9 / 6.9 eV
**HOMO (alpha / beta)**: -7.29 / -7.72 eV
**Maximum force**: 1.520 eV Å⁻¹